Below is a molecular structure, C42H56BaClF5N5O3PS2 at a distorted geometry, with properties calculated with the ωB97M-V functional and the def2-TZVPD basis.

Structure (XYZ):
```
116
Properties=species:S:1:pos:R:3:forces:R:3:lowdin_charge:R:1
H -1.3586 4.7609 -2.8505 0.05 -0.01 0.04 0.05
O -1.5371 -1.2509 -2.2031 -4.41 1.62 -0.88 -0.52
C -0.5123 0.7671 2.1304 -0.03 0.09 0.19 -0.08
H -4.6006 3.4453 -2.3661 0.08 -0.01 0.03 0.08
H -4.1730 -2.0237 -3.8398 -0.14 -0.02 -0.03 0.07
H -3.7355 -0.1771 0.4374 -0.08 -0.16 0.13 0.06
C 3.2834 1.1654 -5.4408 -0.01 -0.02 0.21 -0.16
N 4.6223 -2.4703 1.6674 0.14 -0.07 0.64 -0.31
C -1.4092 -4.3604 1.9348 -0.51 0.66 1.13 -0.19
O -3.6651 -0.5483 -1.8025 0.52 -0.15 -0.12 -0.01
C -1.5774 -1.4053 2.3672 -0.14 0.07 -0.12 0.03
C -0.3532 2.8551 3.4367 -0.01 -0.02 -0.14 -0.06
C -0.2229 -3.5631 2.4773 -0.26 -0.10 0.12 -0.38
C -0.6172 4.5149 1.2784 0.01 -0.03 0.01 -0.11
H -0.8544 -3.5281 4.5555 0.07 -0.05 -0.04 0.07
C -0.3598 -2.0615 2.3061 -0.05 -0.10 0.09 -0.17
H -0.1007 5.2682 -1.7066 -0.05 -0.04 0.06 0.07
N 5.3284 -2.4565 2.8583 0.14 0.33 0.03 0.11
C 0.7763 -1.2751 2.1961 0.14 0.12 -0.01 -0.01
C 2.1333 0.7615 2.3308 -0.23 0.17 0.14 -0.34
H -0.7050 5.1811 0.4312 -0.02 -0.01 -0.02 0.08
C 0.0026 -7.2878 -0.5950 0.03 0.23 -0.09 -0.18
C -0.2913 3.0816 -1.9037 0.05 -0.33 -0.14 -0.67
H 2.0171 1.8495 4.2279 -0.01 -0.05 -0.02 0.06
C -0.8295 3.1429 1.0809 0.01 0.15 -0.22 -0.28
Cl -3.3488 -0.1446 -5.0102 0.01 -0.13 0.11 0.51
H -0.3318 -8.0389 -1.3252 0.02 0.09 0.08 0.06
C -1.6733 -0.0208 2.2541 0.03 0.04 -0.05 -0.13
S -0.7709 -4.6179 -0.7813 0.84 -1.14 -2.10 0.43
C -3.0540 0.6015 2.3545 0.02 -0.21 0.11 -0.38
P -1.4780 2.4718 -0.5472 -0.03 0.08 0.11 1.22
C -0.2161 4.2221 3.6198 -0.02 -0.07 -0.15 -0.09
C -0.3780 4.5127 -2.4462 0.07 0.03 0.04 -0.10
C 2.5286 0.3470 -4.6325 -0.06 -0.09 0.20 -0.16
H 0.8985 -3.3770 4.3452 -0.05 -0.04 0.01 0.06
H 1.2928 1.7859 -1.1882 -0.03 0.03 0.00 0.07
H -2.9608 3.5999 -3.0041 -0.07 -0.04 0.08 0.05
H 1.3810 3.4350 -0.5286 -0.06 0.03 -0.06 0.07
H 4.6449 -2.6272 3.5813 -0.13 -0.04 0.15 0.08
C -2.7846 -1.0678 -2.4916 0.32 0.25 0.22 -0.71
H -4.5131 1.0953 3.8922 0.11 -0.06 -0.01 0.07
H -4.0006 3.1483 1.1704 0.02 -0.08 -0.06 0.08
S 1.9852 -4.4057 -2.9431 0.03 -0.54 -0.14 0.23
H 0.3237 2.3014 -3.8087 -0.13 0.02 -0.02 0.08
N 3.0125 -2.6759 0.3797 0.06 0.20 -0.52 0.04
H 4.1283 -2.0158 -1.3317 -0.08 -0.07 0.23 0.11
C 4.4461 1.9599 -3.5402 -0.19 -0.15 0.00 -0.17
C 1.3590 -5.8556 -2.1202 0.26 -0.16 -0.05 -0.86
H 3.1934 -7.0001 -2.2706 -0.07 -0.01 -0.02 0.05
C 1.1372 2.8437 -1.4126 -0.06 0.04 -0.01 -0.11
N 5.1434 -2.0697 0.5406 -0.02 0.01 -0.20 0.13
H -4.1096 1.7316 0.0764 -0.07 0.38 -0.05 0.04
C 2.1280 -7.1127 -2.5077 -0.01 0.10 0.10 -0.19
C -4.1465 2.8227 0.1355 0.04 -0.05 -0.14 -0.12
O 1.9567 -0.4880 -2.4812 1.98 2.12 -1.08 -0.46
F 3.9029 1.1606 -1.4170 0.12 0.04 0.33 0.09
H -4.1829 5.2967 -0.7711 0.08 0.00 0.00 0.08
H 1.8425 3.1159 -2.2081 -0.09 -0.05 0.04 0.09
H -2.9681 1.6269 2.0158 0.00 0.13 -0.02 0.08
H -0.4862 1.0437 -2.8803 0.01 0.53 0.32 0.07
C -3.1550 4.9611 -0.5743 -0.05 0.02 -0.11 -0.10
H 0.8698 -7.7067 -0.0635 -0.13 0.05 -0.07 0.06
H -3.5808 -0.3830 4.2190 0.00 0.10 -0.03 0.08
H -2.4942 5.5277 -1.2306 0.01 -0.03 0.03 0.06
H -2.4583 -2.2242 -4.3059 0.03 0.00 -0.11 0.07
F 3.0817 1.1769 -6.7589 -0.08 -0.01 -0.52 0.10
C -4.0850 -0.1090 1.4727 0.06 -0.06 0.07 -0.08
F 4.9957 2.7768 -5.6874 0.27 0.30 -0.29 0.09
H -4.2891 -1.1221 1.8378 0.02 0.12 -0.06 0.08
H -5.1497 3.1481 -0.1744 0.11 0.00 0.04 0.09
C 4.1067 -2.2246 -0.2693 -0.37 -0.04 -0.50 -0.18
H -0.0250 4.6236 4.6096 0.01 -0.02 -0.05 0.10
C -0.5008 2.1254 -3.1029 0.06 -0.23 -0.32 -0.10
C -3.5200 0.6343 3.8156 0.00 0.07 0.04 -0.06
C -3.5628 3.1119 -2.2365 -0.02 -0.08 0.07 -0.10
H 2.0630 -7.2511 -3.5928 0.03 0.00 0.04 0.05
H 3.5158 2.2831 1.7035 -0.08 -0.03 0.01 0.09
H 0.3413 4.5971 -3.2708 -0.04 0.01 0.06 0.08
C -0.2983 5.0598 2.5135 -0.02 -0.14 0.04 -0.09
H 1.7556 -8.0220 -2.0207 0.11 0.17 -0.12 0.04
H 1.8579 2.8818 1.8567 0.05 -0.03 -0.02 0.07
H 1.7440 -1.7707 2.1532 -0.54 0.27 0.25 0.07
C 2.4838 0.9497 3.8199 0.03 -0.07 -0.05 -0.06
H 2.1548 0.0887 4.4092 0.03 0.06 -0.02 0.08
C -3.2000 -1.5537 -3.8882 0.22 0.02 0.04 -0.46
C -3.1052 3.4494 -0.8035 -0.02 -0.15 -0.07 -0.67
H -0.2486 2.1861 4.2836 0.00 0.01 -0.04 0.11
H -1.2005 -5.4328 2.0104 -0.04 0.14 -0.21 0.07
H -1.5794 -4.1157 0.8827 -0.30 -0.18 1.20 -0.11
C 0.3293 -5.9358 -1.2520 -0.10 -0.15 -0.12 -0.78
H -1.4382 2.3171 -3.6297 0.10 0.00 0.02 0.06
C 3.6796 1.1420 -2.7390 -0.08 -0.23 0.00 -0.17
H -2.4906 -1.9812 2.4877 0.14 0.04 -0.06 0.11
H -3.5356 2.0286 -2.4051 -0.03 0.11 -0.01 0.07
C 0.0010 -3.8779 3.9652 0.11 0.06 0.00 -0.07
C 2.6806 0.2833 -3.2337 -0.13 -0.16 0.27 -0.33
H 2.8172 0.0017 1.9642 0.16 -0.20 -0.13 0.11
H 0.1108 -4.9572 4.1222 -0.01 0.11 -0.04 0.07
H -2.9231 5.2170 0.4594 -0.03 0.00 0.00 0.06
F 1.6005 -0.4291 -5.1968 -0.25 -0.16 -0.21 0.11
C 4.2548 1.9840 -4.9031 -0.17 -0.16 0.13 -0.17
H 2.3215 1.8582 0.4828 0.07 0.03 0.20 0.04
H -2.3231 -4.1597 2.5109 0.05 0.01 0.28 0.07
H 0.6642 -3.8685 1.9178 0.02 -0.04 -0.06 0.12
C 2.4614 2.0256 1.5482 0.05 -0.02 -0.06 -0.05
H -0.7996 -7.1482 0.1265 -0.04 0.00 0.02 0.03
H -5.0321 0.4443 1.4832 0.08 -0.11 0.05 0.08
H 5.9884 -3.2172 2.8357 0.16 -0.29 0.04 0.08
C 0.7436 0.1211 2.1660 0.02 0.10 0.03 -0.10
Ba 0.4505 -2.0898 -1.8343 1.81 -2.41 1.73 1.61
H 3.5704 1.0564 3.9374 -0.15 0.01 -0.03 0.07
H -0.1397 6.1273 2.6134 -0.01 -0.01 -0.01 0.09
H -2.8270 1.2092 4.4402 -0.06 -0.07 -0.04 0.07
C -0.5935 2.2842 2.1757 0.00 -0.24 0.19 -0.18
N 3.3683 -2.8346 1.6204 0.45 -0.24 -0.20 0.04
F 5.3807 2.7430 -2.9975 0.37 0.31 0.24 0.10
```
Positions in Å, forces in eV/Å.

## Properties
**Strongest force on any atom**: 4.78 eV Å⁻¹
**LUMO**: 3.8 eV
**Orbital gap**: 4.29 eV
**Net charge**: -2
**Highest occupied orbital energy**: -0.454 eV

***

Below is a molecular structure, C42H56Cl2Cu2N4O3 at a distorted geometry, with properties calculated with the ωB97M-V functional and the def2-TZVPD basis.

Structure (XYZ):
```
109
Properties=species:S:1:pos:R:3:forces:R:3:lowdin_charge:R:1
C -2.0281 -2.8478 -1.3786 0.32 -1.06 1.18 -0.06
H 0.2925 -5.9330 0.3978 0.17 -1.02 -0.04 0.09
H -4.8854 -0.0801 -2.2328 0.08 -0.04 -0.31 0.13
C 1.6837 5.6372 -0.3571 0.21 0.11 -1.63 0.09
H -0.1221 4.7859 3.7367 -0.27 -0.59 -0.86 0.11
H 1.9640 1.1989 0.2198 -0.63 1.27 0.24 0.11
N 2.4083 3.3046 -4.9369 1.42 1.58 1.40 -0.10
C 0.6951 3.4920 -0.0475 0.44 0.91 -1.88 -0.02
C -1.9727 -4.3490 4.3978 -0.24 1.32 -1.22 -0.08
H 2.5210 -1.0232 -3.8189 0.15 0.22 0.04 0.09
C -0.2911 -1.8325 1.9010 -1.22 1.53 2.85 0.04
H 5.0969 0.5276 2.1206 0.66 -0.05 -0.22 0.09
H 3.6678 0.2784 1.3552 -0.28 -0.70 -0.66 0.05
C -3.8099 -5.3837 6.2631 0.39 0.83 -1.20 0.02
C -2.8021 -6.1850 5.6675 -2.01 -0.03 0.92 -0.01
H -0.1844 3.0281 -2.8244 -0.59 0.08 -0.27 0.11
C -0.4678 -0.4591 1.5847 -3.70 -4.42 2.68 -0.15
H 3.7282 2.2052 -6.1347 0.00 0.06 0.04 0.11
C -0.7823 -6.0723 0.5132 -0.38 0.43 -0.24 -0.07
O -4.1052 -1.4219 4.8612 1.68 -1.26 -1.03 0.11
C 4.1866 1.8041 -0.9091 1.05 0.19 1.88 -0.34
H -0.0284 -3.6561 -1.0643 0.19 0.13 0.14 0.12
C 0.7773 3.3602 -3.1867 1.23 0.27 -0.62 -0.01
H 1.1667 1.4910 -2.6733 0.70 -0.40 -0.15 0.03
C 1.9361 0.7196 -2.7070 0.87 -1.33 -0.34 -0.47
H 1.0404 -0.0429 -0.3984 0.70 -0.10 0.59 0.10
H -2.5045 -5.3156 -0.6424 -0.20 -0.05 0.42 0.11
C -3.9947 -4.0878 5.7603 1.05 -0.31 0.15 0.03
C 1.2117 2.9855 -4.4720 -1.48 0.30 0.38 -0.10
C -0.9989 -3.8002 3.3727 0.04 -1.71 -0.42 -0.23
C -3.1985 -2.1617 4.4497 -1.33 1.36 1.28 -0.25
H -4.8036 -3.4480 6.0810 -0.04 -0.04 0.10 0.13
H -0.0197 -1.3792 -0.0488 -0.93 -0.37 -1.18 0.09
C 1.3155 4.3948 -0.9117 0.70 1.06 0.18 -0.05
C -0.5678 -0.8520 -0.8297 -1.84 -2.79 -3.07 -0.03
C -3.0336 -3.5561 4.8861 -0.23 0.02 -0.11 -0.09
H 2.0721 0.3498 -1.6907 0.15 -0.40 -0.60 0.06
H -3.0462 -3.1850 -1.1841 0.02 0.04 0.13 0.13
H -3.1053 0.3664 3.4546 -0.32 -0.35 0.45 0.14
H 4.2165 4.2394 -4.6135 0.19 0.07 0.34 0.17
H -2.4906 0.4878 -1.9445 -0.28 0.79 0.42 0.09
C -1.1473 -2.3841 2.9048 0.03 0.91 -0.22 -0.01
H -4.9881 -0.2199 0.0264 0.18 0.29 -0.16 0.13
H 0.5622 -2.3396 1.4755 0.06 -0.58 0.26 0.14
N 4.7182 3.9384 -2.2723 4.82 -2.32 2.22 0.16
C 3.2843 3.9939 -4.1265 -2.30 0.54 -1.59 -0.01
C -1.9813 -5.6917 4.6857 1.35 -0.42 0.62 0.00
H -4.5371 -1.7515 -2.5483 0.03 -0.26 0.50 0.14
C -2.9961 -0.9830 0.1574 0.93 -2.15 -0.24 -0.04
H 4.6135 0.9654 -1.4591 0.45 0.20 1.05 0.08
H -2.7899 -7.2325 5.9301 0.33 -0.05 0.09 0.13
H -1.8618 -3.0104 -2.4435 0.11 0.50 -0.10 0.15
C 1.2908 6.0308 0.8880 -1.03 -1.69 0.82 0.06
Cu -1.4860 2.0869 0.9301 -4.94 16.40 -1.39 0.66
C 1.6373 4.0456 -2.3292 0.53 0.55 -0.60 -0.11
H 0.2285 0.0399 0.9270 -7.51 -6.79 4.06 -0.12
C -1.4159 -5.2635 -0.6227 -0.44 0.98 -0.21 -0.22
N 0.6356 5.1172 1.6349 -0.99 -1.09 1.53 -0.03
H -0.1554 3.1817 1.9005 0.37 0.18 0.63 0.14
H -0.4248 6.3682 2.9883 0.13 -0.02 0.00 0.12
C 4.4703 3.0047 -1.6440 1.23 0.15 0.24 -0.22
H -0.0678 -1.0877 -1.7692 -0.11 0.05 -0.21 0.11
H 0.8782 -1.1229 -3.4340 -0.29 0.45 0.26 0.06
C 2.9150 2.9180 -6.2710 0.02 -0.09 -0.35 0.03
C -1.0031 -3.7437 -0.5844 -0.78 -0.56 -0.46 -0.15
C 0.3422 3.8304 1.1948 0.77 3.79 1.55 0.02
C -2.7495 -0.5594 -2.1005 0.01 -1.73 -0.60 -0.07
H 3.1237 1.5857 -0.8062 0.26 0.50 -0.35 0.05
H 1.2008 5.8133 3.5278 -0.03 0.40 -0.15 0.12
H -1.2004 -6.3323 4.3033 -0.02 -0.03 -0.29 0.13
H -5.0361 -1.8812 -0.1555 0.62 -0.43 0.30 0.14
H 2.2133 6.3985 -0.9106 0.05 -0.13 -0.44 0.15
H -1.2167 -7.0720 0.5069 0.84 -0.28 -0.38 0.10
H 1.1048 0.0906 1.3364 4.11 1.79 0.53 0.16
H -2.3085 -0.7937 -3.0694 -0.29 -0.19 -0.15 0.14
Cu -0.9899 1.7382 -1.1737 -2.10 1.31 -6.34 0.56
H -4.4953 -5.6855 7.0413 0.17 -0.58 -0.04 0.12
C 1.0287 0.6764 0.4204 7.92 3.98 -4.08 -0.17
H 4.2239 2.6006 1.0932 -0.52 0.09 -0.02 0.11
H -2.6941 -0.0347 0.6020 -0.62 -0.42 -1.40 0.08
H 0.6346 2.3416 -5.1192 -0.29 0.60 0.15 0.07
C -1.5656 0.2344 2.0131 0.73 -2.63 4.66 -0.11
H -1.7547 1.1713 1.5103 -4.48 -10.12 7.60 -0.11
H -2.7371 -1.7019 0.9347 -0.45 -0.08 -0.01 0.13
C 2.8918 4.4332 -2.8587 -3.13 0.82 -1.29 -0.05
C 4.7071 0.4896 1.1034 -0.17 1.36 0.67 -0.05
H 2.1506 2.4545 -6.8946 -0.09 0.20 0.30 0.10
H 3.2793 3.8232 -6.7568 -0.01 -0.11 -0.01 0.13
C -2.1935 -1.5839 3.4797 1.21 -0.82 -0.55 -0.04
C 4.7522 1.8971 0.4496 0.92 -0.64 2.65 -0.23
C -4.4008 -1.0310 -0.4041 -0.84 -0.46 0.69 -0.13
N -2.0048 -1.3629 -1.0351 -0.68 1.56 0.57 -0.16
Cl 3.5948 1.3269 -3.1709 -2.71 -1.56 -3.91 0.92
O -0.1798 -4.5201 2.7997 -0.56 1.45 1.19 0.07
C -4.2779 -0.9193 -1.8939 1.50 1.84 -1.44 -0.10
H 1.4049 7.0186 1.3094 0.26 0.04 0.04 0.17
C -2.3231 -0.2786 3.0824 -0.70 1.48 -1.18 0.05
H -0.5971 0.2183 -0.6258 -0.70 -2.74 -0.70 0.01
H 5.7608 2.3024 0.5308 0.22 -0.24 -0.65 0.13
O -0.2215 1.3087 0.3399 10.28 -1.60 -1.37 -0.58
Cl 1.2318 0.1782 -5.3207 -0.10 -0.63 -0.29 0.73
H 5.2371 -0.2405 0.4916 -0.32 -0.19 0.23 0.10
C 1.6412 -0.3909 -3.6986 0.30 -1.03 0.00 -0.60
H -0.9401 -5.7410 1.5396 -0.59 0.34 -0.54 0.04
H 3.6285 4.9593 -2.2697 -1.73 1.72 -0.50 0.09
H -1.1518 -5.6673 -1.6001 0.30 -0.18 0.06 0.12
H 0.4010 2.4686 -0.2281 1.71 1.79 -1.02 0.01
C 0.2682 5.5285 3.0408 0.58 0.58 0.23 0.06
H -0.8998 -3.5357 0.4806 -0.27 0.43 -0.26 0.07
```
Positions in Å, forces in eV/Å.

## Properties
**Strongest force on any atom**: 17.18 eV Å⁻¹
**LUMO**: -13.0 eV
**Orbital gap**: 3.98 eV
**Net charge**: +4
**Highest occupied orbital energy**: -16.943 eV